No. 1
ORCA calculation (ωB97M-V/def2-TZVPD) on an isolated molecule of C4H7NO5S at a distorted geometry.

Last column: natural (NBO) charge in e.
Positions of all 18 atoms, in Å:
C  -0.34663  -1.35161  0.75965  -0.6167
H  0.35115  -1.77243  0.13573  0.2322
C  -0.16076  0.20254  0.88455  -0.1174
C  0.30082  0.77278  -0.51871  0.0548
H  3.98271  0.77879  -0.97409  0.4949
H  -1.33127  -1.49478  0.40679  0.2125
O  3.43028  -0.08003  -0.91418  -0.8360
C  -1.61764  0.61885  1.51590  0.4808
O  0.94821  -0.35004  2.80257  -0.3585
H  -0.89706  1.16790  -2.07545  0.4915
S  1.99777  0.05947  -1.67035  0.3912
N  0.89805  0.41115  1.84966  0.5229
H  -0.11363  -1.82396  1.79018  0.2646
O  1.71569  1.30700  1.67403  -0.3818
H  -2.28087  0.30055  0.76050  0.1386
O  -0.86884  0.59359  -1.33156  -0.7275
H  0.61274  1.82670  -0.34015  0.2059
O  -1.78116  0.91812  2.65317  -0.4521

LUMO   0.017 eV
Spin multiplicity   1
Charge   0

No. 2
ORCA calculation (ωB97M-V/def2-TZVPD) on a cluster of 2 separate species, C4H13N2O2 in total at a distorted geometry.

Last column: natural (NBO) charge in e.
Positions of all 21 atoms, in Å:
H  0.78841  -1.80141  -2.82875  0.1177
O  -2.28505  0.89544  3.58744  -1.0198
H  1.80301  1.12242  1.60399  0.3616
C  1.19758  -0.58580  -1.14855  -0.6474
H  -1.04480  0.10113  -2.71394  0.3228
H  1.89323  -0.06901  -1.91423  0.1787
O  -0.25534  0.71153  1.78239  -1.0322
N  -1.04242  -0.87752  -2.35846  -0.9048
N  1.99476  0.43589  0.95456  -0.8531
H  -1.28989  1.47482  0.33158  0.1136
H  1.64024  -1.34021  -0.37390  0.1877
H  -1.14721  -0.27694  0.46766  0.0938
H  -1.49452  0.77060  3.05756  0.5211
H  1.78074  -0.50074  1.44900  0.3400
H  -2.63644  1.76663  3.14392  0.4354
C  0.95692  0.55887  -0.20973  -0.1024
H  -1.51488  -0.82829  -1.43796  0.3430
C  0.23931  -1.44456  -1.92282  -0.6939
C  -0.50235  0.67941  0.45548  -0.0925
H  1.23591  1.50695  -0.49547  0.1629
H  -0.31721  -2.29923  -1.42975  0.1680

LUMO (spin up / spin down)   6.281 / 6.156 eV
Spin multiplicity   2
Charge   -2
<S²>   0.75

No. 3
ORCA calculation (ωB97M-V/def2-TZVPD) on an isolated molecule of C4H12N2 at a distorted geometry.

Last column: natural (NBO) charge in e.
Positions of all 18 atoms, in Å:
H  1.66399  -0.02381  -1.40181  0.1837
H  -0.08469  -1.64766  -0.71561  0.1976
H  0.69926  -0.63693  0.51044  0.2088
N  1.62388  1.62726  -0.19404  -0.8635
H  -2.34344  -0.94729  0.18314  0.2036
H  0.05860  -0.94880  2.32130  0.3443
C  -0.44644  0.44971  -1.04285  -0.4203
H  -0.82283  0.31153  -2.02392  0.2085
N  -0.97735  -0.56665  2.13168  -0.8118
H  1.22810  1.52478  -2.23062  0.1606
H  -1.37662  -1.22223  2.82388  0.3478
H  2.54728  1.48251  -0.01273  0.3639
H  1.23542  2.51004  -0.13472  0.3611
C  -0.19927  -0.75971  -0.09977  -0.4044
H  -1.42420  -2.13649  0.77978  0.1563
C  -1.36047  -1.04230  0.80460  -0.2429
C  1.04519  0.87171  -1.30346  -0.2043
H  -1.06643  1.15433  -0.39530  0.2112

LUMO   1.180 eV
SMILES   NCCCCN
Spin multiplicity   1
Charge   0

No. 4
ORCA calculation (ωB97M-V/def2-TZVPD) on a structure of composition C4H6B4F16N2Ni at a distorted geometry.

Last column: natural (NBO) charge in e.
Positions of all 33 atoms, in Å:
F  4.09277  0.54060  1.74455  -0.5667
F  1.86564  -0.78391  -0.19654  -0.5988
H  -2.81282  -0.43960  4.15352  0.2367
B  2.31217  -2.12728  0.00111  1.3565
F  -1.86495  3.10026  1.50971  -0.5649
Ni  0.25536  0.57794  0.32243  1.6640
F  -1.52862  3.46957  -0.73177  -0.5520
B  -1.80167  -1.94540  -0.86573  1.3660
H  -0.16978  -0.25749  -4.77016  0.2639
N  -0.53990  -0.14726  2.14674  -0.4116
H  -3.56305  -0.85148  2.51676  0.2773
F  3.24612  2.61064  2.31419  -0.5746
C  -2.75035  -1.00306  3.22110  -0.7140
C  0.30246  0.67913  -4.48073  -0.7126
B  -1.24285  2.64879  0.34320  1.3284
N  0.38426  0.90439  -1.88380  -0.3817
H  1.36838  0.59070  -4.70108  0.2525
F  -0.98732  -0.92667  -0.31260  -0.5933
H  -0.16686  1.51714  -4.98508  0.2438
C  0.32162  0.80187  -3.01637  0.3877
F  -1.21512  -3.19502  -0.98640  -0.5507
F  -1.64922  1.28020  0.18902  -0.5571
H  -2.59582  -2.05007  3.47443  0.2537
F  1.37821  -3.04417  -0.42662  -0.5572
F  -2.93129  -1.99666  0.00866  -0.5960
F  1.85280  0.81422  1.86038  -0.6035
F  0.14127  2.62185  0.54822  -0.5541
F  -2.23198  -1.58507  -2.14647  -0.5811
F  3.57087  -2.28130  -0.54554  -0.5669
B  3.08397  1.48114  1.50732  1.3541
F  2.42149  -2.30058  1.42932  -0.5919
C  -1.52039  -0.50133  2.60794  0.4175
F  2.97459  1.79792  0.15029  -0.5737

LUMO (spin up / spin down)   4.664 / 4.664 eV
Spin multiplicity   3
Charge   -2
<S²>   2.00

No. 5
ORCA calculation (ωB97M-V/def2-TZVPD) on an isolated molecule of C14H18N4O3S2 at a distorted geometry.

Last column: natural (NBO) charge in e.
Positions of all 41 atoms, in Å:
H  4.82844  -1.70841  2.49897  0.2154
H  5.05611  -0.49859  -1.95516  0.2012
C  -2.93641  -1.94733  0.47537  0.6841
H  3.62075  0.24485  -2.67312  0.2091
H  5.10363  1.18348  -2.48604  0.2179
H  5.30001  -0.14998  1.81878  0.2004
H  -1.54045  4.48466  0.08841  0.2238
O  -3.51364  -2.94187  0.83348  -0.5593
C  -1.84999  2.47250  -0.51910  0.0977
S  1.67537  0.36319  0.54638  2.3227
S  -2.54955  1.88870  0.98832  0.3169
C  4.47910  0.42013  -2.03000  -0.6125
N  -2.59852  0.51548  -1.17273  -0.2702
C  0.90044  -1.53098  -1.35250  -0.2051
C  -1.12417  3.75173  -0.59776  -0.6711
C  0.60044  -0.88421  -0.16917  -0.2427
C  3.76519  -1.19839  0.69959  -0.2184
H  0.20588  -2.93642  -2.80781  0.2209
O  1.56586  0.25720  1.97505  -0.9445
H  -1.15025  4.12615  -1.61743  0.2430
H  3.41726  1.79409  -0.75410  0.2413
C  -1.26227  -2.58138  -1.29475  -0.1533
H  -0.08506  3.55532  -0.32459  0.2653
H  4.46682  -1.69738  0.02421  0.2013
C  -0.02520  -2.40767  -1.89577  -0.1899
C  -0.61188  -1.07260  0.45638  -0.2071
H  -0.79040  -0.56468  1.39230  0.2459
H  3.74765  -0.31439  2.65443  0.2383
H  -2.00292  -3.22892  -1.73764  0.2307
C  -1.57217  -1.89250  -0.13037  -0.1229
O  1.32924  1.62953  -0.04028  -0.9564
N  -3.48248  -0.69111  0.63800  -0.6488
C  4.02131  0.89165  -0.65230  -0.2212
C  -2.95627  0.44130  0.06124  0.2010
N  3.17182  -0.08330  -0.00514  -0.7061
H  1.84938  -1.34733  -1.83044  0.2300
N  -1.98831  1.64499  -1.48785  -0.2685
H  2.94567  -1.88892  0.91556  0.2130
C  4.45939  -0.81424  2.00366  -0.6318
H  -4.33832  -0.62395  1.17437  0.4231
H  4.89063  1.12390  -0.02712  0.1868

LUMO   0.421 eV
SMILES   CCN(CC)S(=O)(=O)c1cccc(C(=O)Nc2nnc(C)s2)c1
Spin multiplicity   1
Charge   0

Calculated ΔE to the lowest compared entry with this formula, charge and spin in order - 63.7 67.3 54.4 6.6 22.1 kcal/mol